Here is C19H23NO5S in the gas phase from the OMol25 dataset. Energies are from ωB97M-V with the def2-TZVPD basis set.

Calculated values
- HOMO-LUMO gap: 0.307 hartree
- HOMO: -8.014 eV
- Spin multiplicity: 1
- Calculated total energy: -1566.31300 Eh
- SMILES: Cc1ccc(OCC(=O)N(Cc2ccc(C)o2)[C@H]2CCS(=O)(=O)C2)cc1
- Charge: 0
- Energy above the lowest of the compared OMol25 structures with the same formula, charge and spin: 17.981 eV

```
49
Properties=species:S:1:pos:R:3:forces:R:3
C -1.86395 1.66026 6.06454 -8.9350 5.0834 -1.2018
C -1.66122 1.81234 4.66642 2.8683 -0.1682 -5.1839
C -2.67606 1.95070 3.79103 1.3641 1.1486 -3.4709
C -2.36903 2.12408 2.29563 -2.5518 -0.4248 0.7896
C -1.18185 2.09935 1.72457 5.7652 -1.4869 5.1910
C 0.06111 1.81699 2.66556 -7.0888 1.5961 1.2630
C -0.13908 1.73682 3.97628 -6.8206 0.3026 1.4621
H 0.38763 1.39783 4.77775 2.8370 -0.6548 1.4011
H 0.96755 1.60136 2.40178 5.0918 -0.9198 -2.3923
O -0.85520 2.18622 0.48004 0.2986 -0.2034 -3.9062
C 0.54308 1.91782 0.02321 -4.1010 8.2232 -4.4952
C 1.12875 0.58293 0.00352 -2.1050 10.5256 1.9169
O 2.13554 0.78194 0.46679 12.5793 -1.2415 4.7263
N 0.57177 -0.38201 -0.38044 -7.2936 -9.1619 -5.9607
C 1.04148 -1.66319 -0.32372 8.1009 -1.5492 3.7876
C 1.53681 -2.36996 -1.63643 -6.6426 -1.5286 3.0832
H 2.37617 -2.01116 -2.09656 2.6504 0.2547 -0.4973
H 0.68099 -2.22620 -2.35114 0.8763 -0.7050 0.3473
S 1.30822 -4.20175 -0.93741 13.9139 3.5421 -3.6264
O 0.35733 -4.80589 -1.62953 -10.3340 -4.0659 -3.5863
O 2.58729 -4.81651 -1.35114 -0.3713 0.7869 2.0285
C 1.27697 -3.96022 0.69030 -14.1460 -1.8240 -1.0895
C 0.42257 -2.62391 0.72577 0.5113 0.4935 -0.9965
H -0.45890 -2.73811 0.25805 -3.8663 -1.7232 -1.3837
H 0.05596 -2.28550 1.69617 1.2108 0.4646 0.1756
H 0.46040 -4.65998 1.18069 2.5638 0.6811 -0.6748
H 2.01430 -3.65087 1.09912 10.0155 2.2573 5.1157
H 2.10752 -1.53991 0.31207 -1.9896 0.1977 -1.8661
C -0.56855 -0.22383 -1.30414 3.1951 -0.2130 0.7425
C -0.37513 0.05793 -2.67804 -2.0011 -4.0462 -3.6073
C -0.89344 -0.76891 -3.73959 4.2985 6.9318 -1.4041
C -0.40196 -0.03037 -4.97427 2.4649 2.2363 8.3587
C 0.47178 1.01292 -4.35337 -2.3689 -0.6412 -10.8928
O 0.33882 1.10540 -3.14962 -0.3806 -0.4871 7.0371
C 1.29355 2.10175 -5.12051 -5.3259 1.0015 8.5649
H 1.36634 1.76708 -5.97078 0.5332 -2.2213 -9.3550
H 2.13606 1.99626 -4.66625 6.1085 -0.9631 2.3990
H 1.13844 3.11647 -4.80866 -1.2862 0.6663 -0.8202
H -0.38759 -0.28572 -5.93380 -0.1905 -1.0292 -3.7388
H -1.36040 -1.66371 -3.83780 -1.5251 -2.3676 0.6163
H -1.13566 -1.02323 -1.09068 -2.2857 -3.0615 -0.2366
H -1.02942 0.50453 -0.86698 -3.3879 4.5161 2.3244
H 0.43006 2.37469 -1.19896 0.1759 -1.7253 3.2343
H 1.14275 2.92907 0.33648 -0.8092 -3.4394 0.2133
H -3.12967 2.12662 1.48877 -0.3187 0.2988 1.1139
H -3.71063 2.15049 4.02749 -0.1168 -0.4919 0.4135
H -1.85766 2.73114 6.49508 -0.2451 -1.6604 -0.0761
H -1.25165 1.14135 6.53404 5.6655 -4.8562 4.2503
H -3.03218 1.14660 6.21870 3.3988 1.6525 -0.0940
```
Forces are in eV/Å.